[1]
DFT (ωB97M-V with the def2-TZVPD basis set) results for a molecular structure, C4H8FeO3.

**Charge**: +2
**Multiplicity**: 5
**LUMO (spin up / spin down)**: -11.771 / -12.470 eV
**⟨S²⟩**: 6.006

Positions of all 16 atoms, in Å:
H -0.755 -2.008 1.093
C 0.681 -1.421 -0.422
H -0.018 -1.252 -1.247
H 1.645 -1.742 -0.827
C 0.144 -2.396 0.598
H 0.903 -2.630 1.355
H -0.125 -3.324 0.076
O 0.990 -0.131 0.186
C 0.447 0.960 -0.246
O 1.158 1.968 -0.406
Fe 2.919 2.247 -0.133
O -0.819 0.941 -0.473
C -1.639 2.015 0.024
H -1.317 2.278 1.037
H -1.558 2.876 -0.647
H -2.656 1.619 0.029

[2]
DFT (ωB97M-V with the def2-TZVPD basis set) results for 2 unconnected molecules or ions with the total composition C4H13NOS.

**Energy relative to the best compared isomer or geometry (same formula, charge and spin)**: 20.3 kcal per mole
**SMILES**: NCCCCS.O
**LUMO**: 0.903 eV

Positions of all 20 atoms, in Å:
N -0.777 -1.576 -0.240
C -0.112 -0.588 -1.044
C 0.118 0.757 -0.350
C 1.022 0.770 0.902
C 0.404 1.516 2.060
S -0.964 0.604 2.857
H -1.553 -1.344 0.349
H -0.215 -2.374 -0.002
H 0.820 -1.039 -1.392
H -0.679 -0.371 -1.960
H 0.490 1.511 -1.057
H -0.883 1.118 -0.068
H 1.884 1.392 0.652
H 1.477 -0.188 1.184
H 0.136 2.528 1.746
H 1.131 1.642 2.867
H -0.846 -0.482 2.084
O 1.234 -1.499 -5.493
H 2.057 -1.807 -5.882
H 0.541 -1.387 -6.143

[3]
DFT (ωB97M-V with the def2-TZVPD basis set) results for 11 unconnected molecules or ions with the total composition C40H86BClO14.

**Energy relative to the best compared isomer or geometry (same formula, charge and spin)**: 161.8 kcal per mole
**SMILES**: CCCCCCc1cc(Cl)cc2c1C(=O)C(C[C@@H](C)O)=C(B(C)O)C2=O.CCO.CCO.CCO.CCO.CCO.CCO.CCO.CCO.CCO.CCO
**LUMO**: -1.009 eV

Positions of all 142 atoms, in Å:
C -1.938 0.657 -0.702
C -1.816 -0.729 -1.512
C -0.446 -1.533 -1.285
C 0.058 -1.600 0.239
C 1.580 -1.031 0.259
C 2.002 -0.601 1.753
C 3.191 -1.474 2.343
C 4.565 -1.487 1.579
C 5.792 -2.307 2.074
Cl 7.354 -2.319 1.109
C 5.667 -3.104 3.395
C 4.316 -3.089 4.141
C 3.047 -2.304 3.632
C 1.685 -2.418 4.486
O 0.925 -1.440 4.662
C 1.432 -3.863 5.133
C 0.032 -4.595 5.256
C -1.188 -3.915 4.481
C -1.988 -2.796 5.355
O -0.870 -3.460 3.133
C 2.594 -4.536 5.643
B 2.541 -5.997 6.388
C 2.289 -7.369 5.548
O 2.703 -6.059 7.825
C 4.079 -3.898 5.520
O 4.968 -4.025 6.392
H -1.084 0.872 0.020
H -1.969 1.506 -1.467
H -2.958 0.637 -0.165
H -1.851 -0.462 -2.637
H -2.717 -1.423 -1.323
H 0.404 -1.133 -1.960
H -0.644 -2.625 -1.611
H 0.122 -2.674 0.649
H -0.566 -0.994 0.977
H 1.648 -0.140 -0.453
H 2.304 -1.829 -0.132
H 1.055 -0.574 2.382
H 2.390 0.489 1.705
H 4.713 -0.911 0.595
H 6.509 -3.743 3.848
H -0.249 -4.604 6.379
H 0.041 -5.706 4.934
H -1.977 -4.755 4.334
H -2.930 -2.550 4.753
H -2.353 -3.368 6.293
H -1.348 -1.894 5.619
H -1.527 -2.732 2.974
H 3.240 -8.013 5.686
H 1.339 -7.900 5.892
H 2.258 -7.079 4.438
H 1.825 -5.994 8.265
C -4.716 4.078 -2.227
C -4.875 2.601 -1.927
O -4.557 2.338 -0.565
H -3.693 4.403 -2.024
H -4.952 4.291 -3.271
H -5.374 4.675 -1.588
H -4.202 2.009 -2.551
H -5.902 2.271 -2.118
H -5.162 2.857 -0.019
C -4.371 8.446 -4.648
C -3.408 7.275 -4.621
O -4.129 6.050 -4.552
H -5.002 8.444 -3.755
H -3.831 9.395 -4.696
H -5.039 8.378 -5.512
H -2.758 7.335 -3.746
H -2.781 7.264 -5.518
H -4.695 6.001 -5.334
C -4.814 -4.585 2.562
C -4.194 -4.804 1.195
O -3.022 -4.010 1.053
H -5.069 -3.531 2.703
H -5.719 -5.186 2.681
H -4.108 -4.851 3.354
H -4.894 -4.517 0.407
H -3.926 -5.856 1.053
H -2.403 -4.276 1.750
C 11.562 -3.758 0.252
C 11.524 -3.220 1.669
O 10.698 -2.065 1.736
H 11.942 -2.998 -0.436
H 12.198 -4.643 0.187
H 10.555 -4.021 -0.088
H 12.527 -2.938 1.997
H 11.133 -3.972 2.362
H 9.811 -2.324 1.453
C 13.441 -5.245 -3.172
C 14.726 -4.838 -2.478
O 14.754 -5.355 -1.153
H 12.574 -4.876 -2.620
H 13.406 -4.849 -4.190
H 13.353 -6.334 -3.216
H 14.800 -3.751 -2.417
H 15.600 -5.214 -3.020
H 14.697 -6.318 -1.214
C -6.224 -0.361 2.508
C -4.795 0.025 2.179
O -3.967 -1.132 2.154
H -6.271 -0.864 3.478
H -6.870 0.520 2.536
H -6.616 -1.061 1.767
H -4.399 0.708 2.934
H -4.739 0.519 1.203
H -4.317 -1.728 1.478
C -2.608 9.998 -8.121
C -1.646 8.827 -8.096
O -2.369 7.600 -8.029
H -3.240 9.994 -7.229
H -2.067 10.946 -8.167
H -3.276 9.931 -8.986
H -0.996 8.885 -7.221
H -1.019 8.817 -8.992
H -2.935 7.552 -8.811
C 0.548 7.385 -12.629
C 0.536 7.922 -11.212
O -0.296 9.074 -11.129
H 0.909 8.146 -13.325
H 1.188 6.503 -12.707
H -0.463 7.115 -12.949
H 1.543 8.211 -10.905
H 0.164 7.168 -10.511
H -1.187 8.810 -11.394
C -11.024 -0.011 1.130
C -9.594 0.369 0.800
O -8.771 -0.791 0.775
H -11.074 -0.514 2.099
H -11.666 0.873 1.158
H -11.421 -0.709 0.387
H -9.195 1.049 1.555
H -9.536 0.863 -0.175
H -9.124 -1.384 0.098
C -1.186 2.078 7.540
C -2.023 1.325 6.524
O -1.214 0.911 5.431
H -0.720 2.953 7.079
H -1.798 2.406 8.383
H -0.376 1.447 7.917
H -2.817 1.965 6.134
H -2.483 0.440 6.976
H -0.518 0.338 5.782

[4]
DFT (ωB97M-V with the def2-TZVPD basis set) results for a molecular structure, C29H32ClCsN4O4P.

**Charge**: +1
**Energy relative to the best compared isomer or geometry (same formula, charge and spin)**: 16.7 kcal per mole
**LUMO**: -3.033 eV

Positions of all 72 atoms, in Å:
Cs 0.393 0.168 -0.032
N -1.059 1.460 -2.812
C -1.418 2.809 -2.350
C -2.440 2.751 -1.229
N -1.947 2.048 -0.048
C -2.950 2.056 1.014
C -2.530 1.221 2.211
N -2.363 -0.188 1.838
H -0.475 1.538 -3.637
H -1.905 0.978 -3.100
H -1.839 3.431 -3.148
H -0.509 3.295 -1.992
H -3.362 2.287 -1.619
H -2.689 3.773 -0.936
H -1.790 1.079 -0.309
H -3.922 1.681 0.650
H -3.093 3.089 1.339
H -3.273 1.374 3.003
H -1.567 1.581 2.576
H -3.202 -0.519 1.373
H -2.260 -0.751 2.674
O 3.937 -2.912 -1.476
C 2.820 -2.216 -1.294
O 2.766 -1.154 -0.726
C 1.612 -2.889 -1.873
C 1.624 -4.188 -2.365
C 0.445 -4.698 -2.888
C -0.688 -3.900 -2.906
C -0.599 -2.623 -2.361
N 0.520 -2.135 -1.851
C -1.788 -1.707 -2.242
O -2.520 -1.533 -3.351
O -2.076 -1.160 -1.216
H 4.685 -2.433 -1.091
H 2.528 -4.778 -2.336
H 0.410 -5.708 -3.274
H -1.624 -4.270 -3.306
H -2.147 -1.984 -4.117
Cl 2.092 -0.131 2.443
C 2.552 0.978 3.697
C 3.372 0.546 4.724
C 3.742 1.451 5.708
C 3.298 2.763 5.646
C 2.484 3.181 4.604
C 2.095 2.291 3.606
P 0.978 2.700 2.207
C 2.189 3.106 0.891
C 1.679 3.769 -0.229
C 2.490 4.047 -1.317
C 3.825 3.661 -1.300
C 4.338 3.000 -0.195
C 3.524 2.717 0.895
C 0.400 4.370 2.703
C -0.795 4.421 3.423
C -1.324 5.632 3.840
C -0.670 6.815 3.528
C 0.522 6.777 2.819
C 1.058 5.564 2.411
H 3.715 -0.479 4.750
H 4.373 1.124 6.523
H 3.590 3.468 6.413
H 2.146 4.208 4.562
H 0.641 4.084 -0.224
H 2.089 4.572 -2.175
H 4.463 3.884 -2.146
H 5.381 2.713 -0.176
H 3.941 2.203 1.752
H -1.309 3.498 3.670
H -2.249 5.655 4.402
H -1.086 7.765 3.839
H 1.042 7.697 2.587
H 1.998 5.550 1.876

[5]
DFT (ωB97M-V with the def2-TZVPD basis set) results for O5S2 in the gas phase.

**Energy relative to the best compared isomer or geometry (same formula, charge and spin)**: 5.3 kcal per mole
**LUMO**: -0.628 eV

Positions of all 7 atoms, in Å:
O 2.172 0.682 -0.023
O -1.255 1.406 0.090
O -1.858 -1.046 0.008
O 0.173 -0.165 -1.116
O 0.246 -0.385 1.094
S 1.459 -0.525 -0.053
S -0.938 0.032 0.000

[6]
DFT (ωB97M-V with the def2-TZVPD basis set) results for a molecular structure, C21H20N4O4Rh.

**Charge**: +1
**LUMO**: -3.553 eV

Positions of all 50 atoms, in Å:
Rh -0.031 0.756 0.245
C 1.440 0.623 -2.315
C 2.705 0.461 -1.496
C 2.582 -0.571 -0.404
C 3.683 -1.348 -0.077
C 3.575 -2.328 0.894
C 2.351 -2.518 1.510
C 1.294 -1.705 1.159
N 1.405 -0.742 0.226
N 0.332 1.390 -1.684
C 0.616 2.847 -1.600
C 1.351 3.230 -0.338
C 1.854 4.511 -0.195
C 2.497 4.851 0.983
C 2.637 3.895 1.978
C 2.113 2.637 1.759
N 1.483 2.310 0.625
C -0.919 1.094 -2.501
C -1.989 0.437 -1.664
C -3.400 0.443 -2.038
C -4.379 0.321 -1.131
C -4.204 0.116 0.354
C -3.130 1.028 0.999
N -1.568 -0.002 -0.546
H 1.673 1.091 -3.277
H 1.048 -0.374 -2.517
H 3.468 0.110 -2.192
H 3.075 1.409 -1.102
H 4.616 -1.185 -0.599
H 4.430 -2.936 1.157
H 2.209 -3.279 2.264
H 0.319 -1.789 1.618
H 1.193 3.157 -2.477
H -0.332 3.382 -1.598
H 1.733 5.231 -0.993
H 2.885 5.851 1.122
H 3.131 4.120 2.912
H 2.186 1.857 2.504
H -1.301 2.009 -2.954
H -0.656 0.427 -3.323
H -3.644 0.653 -3.071
H -5.399 0.437 -1.477
H -5.161 0.037 0.858
H -3.324 1.150 2.063
O -3.364 -1.049 0.681
C -2.251 -0.185 0.796
O -1.214 -0.407 1.590
C -2.577 2.304 0.401
O -3.290 3.199 0.010
O -1.257 2.362 0.367

F_max values, unit eV/A, following the record order: 4.22 1.07 4.23 1.06 1.93 0.97.